# 1
Computed, not measured: a structure of composition C35H37N2O2PPb, with ωB97M-V/def2-TZVPD.

Geometry as XYZ:
```
78
Properties=species:S:1:pos:R:3:forces:R:3
Pb -0.849733 0.132903 0.051136 -0.267 -0.162 0.418
C 5.204129 1.379053 1.432499 -0.016 -0.033 -0.031
C 3.959946 1.971882 1.611580 0.018 0.034 0.032
C 2.870226 1.529916 0.882980 -0.020 -0.018 -0.008
C 3.035714 0.495847 -0.039355 -0.141 -0.199 0.224
C 4.286349 -0.085874 -0.241701 0.039 0.057 0.033
C 5.368817 0.363194 0.500976 0.006 0.013 0.001
P 1.610445 -0.020711 -1.009335 0.250 0.009 -0.181
C 2.032449 -1.515149 -1.911420 -0.070 -0.044 0.038
C 2.454098 -2.610178 -1.148843 0.054 0.007 -0.067
C 2.709661 -3.823493 -1.764979 -0.018 -0.005 -0.014
C 2.521874 -3.956488 -3.137642 -0.019 -0.006 0.042
C 2.088718 -2.875772 -3.892265 0.004 0.016 -0.028
C 1.847054 -1.649934 -3.285331 0.017 0.012 0.019
C 1.322811 1.353828 -2.132351 -0.100 -0.182 -0.111
C 2.260637 1.599074 -3.106436 -0.012 0.067 -0.003
C 2.178423 2.737930 -3.925999 0.039 -0.008 -0.006
C 1.188764 3.651561 -3.710365 -0.015 0.078 0.016
C 0.223527 3.463749 -2.692279 0.023 -0.037 0.054
C -0.748835 4.459386 -2.425965 -0.005 0.018 -0.043
C -1.660052 4.315454 -1.422320 -0.053 -0.033 0.109
C -1.684284 3.122854 -0.664621 0.125 0.224 -0.079
C -0.771443 2.151271 -0.938108 -0.088 -0.720 0.382
C 0.251341 2.273699 -1.909568 -0.093 0.275 -0.110
H 6.048406 1.708716 2.023178 0.001 0.028 -0.031
H 3.839719 2.775375 2.325881 -0.011 -0.021 0.004
H 1.897370 1.980719 1.040406 0.054 0.006 0.013
H 4.428010 -0.867909 -0.975594 -0.006 -0.012 0.035
H 6.342189 -0.084366 0.350747 -0.008 0.007 0.000
H 2.592191 -2.504765 -0.077857 0.060 -0.017 -0.020
H 3.054072 -4.666370 -1.180181 -0.004 0.014 -0.001
H 2.716676 -4.906981 -3.616471 0.001 0.014 -0.005
H 1.943820 -2.983577 -4.959278 0.020 0.012 0.015
H 1.523658 -0.806632 -3.881868 -0.047 -0.048 0.002
H 3.094975 0.918065 -3.232570 -0.002 0.030 -0.011
H 2.918630 2.899967 -4.697629 -0.005 -0.006 0.016
H 1.140166 4.557315 -4.302777 -0.001 -0.022 -0.005
H -0.743006 5.358348 -3.029691 0.002 -0.011 -0.004
H -2.381773 5.091039 -1.204253 0.044 0.037 -0.024
H -2.418568 3.020520 0.123815 -0.006 -0.055 -0.035
C -3.730854 0.765912 -1.687275 -0.141 -0.137 -0.099
N -3.382259 -0.068761 -0.524130 0.333 0.409 0.119
C -4.114357 0.405583 0.669748 -0.125 0.003 -0.070
C -3.679979 -1.475393 -0.796116 -0.080 -0.086 0.032
C -2.835290 -2.386038 0.062927 -0.162 -0.090 -0.005
N -1.403268 -2.295082 -0.270742 0.200 0.497 0.069
C -0.628952 -3.081994 0.712588 0.071 -0.041 0.021
C -1.137766 -2.771253 -1.643482 -0.013 -0.098 -0.041
H -4.791584 0.654274 -1.932587 0.006 -0.044 0.005
H -3.139067 0.472474 -2.555281 0.009 -0.011 0.023
H -3.537330 1.809842 -1.476010 -0.025 0.023 0.011
H -5.192262 0.284784 0.525069 0.003 0.052 -0.059
H -3.903413 1.462106 0.835527 0.004 -0.029 -0.018
H -3.810469 -0.146182 1.551635 -0.022 -0.048 0.010
H -3.507792 -1.668259 -1.853646 -0.032 -0.011 -0.005
H -4.735566 -1.691933 -0.604002 -0.024 0.069 0.002
H -3.181857 -3.415217 -0.073535 0.134 -0.053 -0.012
H -2.946623 -2.132230 1.114542 -0.015 -0.073 0.021
H -1.044812 -4.089210 0.797603 0.003 -0.014 -0.070
H -0.674851 -2.605761 1.688438 -0.069 -0.034 -0.007
H 0.404715 -3.161206 0.388788 0.019 0.040 -0.031
H -1.581649 -3.760494 -1.790719 -0.031 0.017 0.028
H -0.068866 -2.846623 -1.804776 0.041 -0.007 0.028
H -1.549932 -2.089873 -2.385981 -0.001 0.003 0.027
O 0.087217 0.713910 2.118052 0.259 0.105 -0.474
C -0.811619 0.126725 2.763164 -0.094 -0.079 0.689
O -1.677371 -0.558073 2.126598 -0.069 0.351 -0.712
C -0.903018 0.219094 4.244550 0.030 -0.114 -0.148
C -2.032725 0.792180 4.816413 -0.036 -0.052 0.084
C -2.110625 0.904288 6.196198 -0.015 -0.032 -0.043
C -1.085631 0.410505 6.992859 -0.030 0.002 -0.019
C 0.030497 -0.177473 6.413535 0.024 -0.038 -0.042
C 0.130692 -0.271072 5.033490 0.065 0.149 0.032
H -2.842050 1.155500 4.194507 0.030 0.002 -0.003
H -2.978032 1.368678 6.645811 0.018 -0.023 0.022
H -1.163919 0.475672 8.069847 0.028 0.035 -0.011
H 0.830493 -0.560037 7.033328 -0.040 -0.009 0.012
H 1.003039 -0.722833 4.576896 -0.005 0.049 0.001
```
Forces are in eV/Å.

The net charge is +2. As for the orbital gap: 6.57 eV. The energy above the lowest of the compared OMol25 structures with the same formula, charge and spin comes out at 0.0 kJ/mol. The HOMO energy comes out at -0.5121 Eh.

Atomic partial charges in e from the Löwdin method, atoms 1 to 2: atom 1 (Pb): 1.5376, atom 2 (C): -0.0418



# 2
Computed, not measured: an isolated molecule of C2H3N3O in a non-equilibrium geometry, with ωB97M-V/def2-TZVPD.

Geometry as XYZ:
```
9
Properties=species:S:1:pos:R:3:forces:R:3
O 1.976167 0.272843 0.074630 -1.898 -0.282 -0.334
N 0.600648 -0.010401 0.059911 -2.854 4.127 1.084
C -0.450950 1.012170 0.333485 2.659 -2.816 -1.377
N -1.573580 0.328576 0.338353 -0.537 1.704 0.325
C -1.272017 -0.944695 0.181867 3.065 -1.038 -0.326
N 0.050036 -1.196679 0.031281 0.232 0.416 -0.042
H 2.277171 -0.595981 0.301650 1.100 -0.995 0.314
H -0.223571 2.089423 0.286706 -0.327 -0.905 0.247
H -1.820278 -1.844211 0.153858 -1.440 -0.210 0.110
```
Forces are in eV/Å.

As for the orbital gap: 10.32 eV. The SMILES is On1cncn1. The energy above the lowest of the compared OMol25 structures with the same formula, charge and spin comes out at 281.7 kJ/mol. The HOMO energy comes out at -0.3475 Eh.

Atomic partial charges in e from the Löwdin method, atoms 1 to 2: atom 1 (O): 0.0589, atom 2 (N): -0.1936



# 3
Computed, not measured: a structure of composition C4H4KO6 in a non-equilibrium geometry, with ωB97M-V/def2-TZVPD.

Geometry as XYZ:
```
15
Properties=species:S:1:pos:R:3:forces:R:3
O -1.943252 -0.634519 0.319178 -0.826 -0.700 0.033
C -2.174176 0.636388 0.276045 1.823 0.642 -0.888
O -1.494834 1.552609 0.747621 -0.980 -0.530 0.298
O -3.102885 0.993366 -0.528838 -0.688 0.255 0.322
K 0.529091 2.939848 0.157719 -0.290 0.657 -0.074
O 2.902791 -0.485845 0.125106 -0.712 0.303 -0.267
C 2.252237 0.550331 -0.021851 1.860 -1.119 0.886
C -0.610019 -1.196877 0.453604 0.358 0.096 0.419
O 2.550525 1.731314 0.264120 0.102 -0.182 -0.249
O 0.957571 0.456094 -0.554155 -2.439 -1.045 -0.896
C 0.287562 -0.854941 -0.714904 1.764 0.697 0.388
H -0.791388 -2.275184 0.493458 -0.045 0.268 -0.095
H -0.205880 -0.886485 1.423929 0.151 0.011 -0.342
H -0.237357 -0.914111 -1.676228 -0.041 0.485 0.268
H 1.080018 -1.611989 -0.764806 -0.036 0.160 0.198
```
Forces are in eV/Å.

As for the spin multiplicity: 2. As for the orbital gap (alpha / beta): 8.39 / 5.02 eV. The energy above the lowest of the compared OMol25 structures with the same formula, charge and spin comes out at 0.0 kJ/mol. As for the expectation value of S²: 0.7561. The HOMO energy (alpha / beta) comes out at -0.3203 / -0.3202 Eh.

Atomic partial charges in e from the Löwdin method, atoms 1 to 2: atom 1 (O): 0.0750, atom 2 (C): -0.7020



# 4
Computed, not measured: a structure of composition C39H34CsN9S4, with ωB97M-V/def2-TZVPD.

Geometry as XYZ:
```
87
Properties=species:S:1:pos:R:3:forces:R:3
Cs 0.162766 3.515562 1.452043 0.124 0.430 -0.101
N 2.229078 2.095851 0.116057 0.047 -0.127 -0.120
S 2.257697 0.692883 -0.221121 0.025 -0.064 0.040
N 1.065074 -0.341654 0.359414 0.042 0.032 0.049
S 0.009600 -1.189750 -0.337587 -0.047 -0.007 -0.027
N -1.165671 -0.595701 -1.142378 0.005 0.033 0.046
S -1.994071 0.761799 -0.631761 0.036 -0.089 -0.060
N -1.352112 2.057107 -0.563890 -0.081 -0.111 0.000
C -3.331505 0.608654 -1.820639 -0.039 -0.052 0.038
C -3.691758 -0.572177 -2.458355 0.062 0.028 -0.004
C -4.755385 -0.561310 -3.346315 -0.039 0.019 -0.027
C -5.445611 0.619284 -3.594611 0.003 -0.035 -0.006
C -5.066598 1.795306 -2.965760 0.046 0.031 0.059
C -4.002648 1.793993 -2.072993 -0.049 -0.007 -0.039
C -2.760907 0.177903 0.898761 -0.008 0.028 -0.008
C -3.650156 -0.889106 0.946323 0.015 0.014 -0.050
C -4.174547 -1.280969 2.166211 -0.006 -0.014 0.008
C -3.811035 -0.616178 3.331688 0.005 0.011 0.008
C -2.916469 0.440084 3.279775 -0.017 0.004 0.005
C -2.393151 0.839249 2.057661 0.008 -0.030 0.062
C 0.678256 -2.370557 -1.492721 -0.039 0.010 -0.005
C 1.657019 -3.230815 -1.013505 0.028 0.008 0.003
C 2.210979 -4.159850 -1.876201 0.017 0.015 0.000
C 1.786358 -4.217057 -3.199057 -0.008 0.006 -0.008
C 0.810063 -3.347585 -3.660895 -0.008 0.005 0.003
C 0.243001 -2.412634 -2.804991 0.014 -0.015 0.007
C -0.584138 -2.243929 0.968047 0.009 -0.005 0.010
C -1.316770 -3.368344 0.605501 -0.001 -0.016 0.005
C -1.819862 -4.183559 1.602737 -0.004 -0.003 -0.009
C -1.604176 -3.858322 2.938382 0.003 0.005 0.012
C -0.885837 -2.722976 3.277928 -0.004 -0.007 -0.004
C -0.358204 -1.900520 2.289013 0.001 -0.007 -0.031
C 2.257289 0.327870 -1.979111 0.000 0.009 -0.018
C 3.114283 -0.572888 -2.595592 -0.006 0.011 0.000
C 3.044902 -0.731008 -3.972773 0.011 0.004 0.002
C 2.123495 -0.002932 -4.712652 0.001 -0.010 -0.003
C 1.266246 0.889574 -4.081673 -0.013 -0.005 -0.002
C 1.334490 1.068116 -2.708837 0.005 0.014 0.010
C 3.679028 -0.200262 0.409427 -0.005 -0.021 -0.005
C 4.917142 0.316938 0.045369 -0.014 0.003 -0.020
C 6.069764 -0.243948 0.568372 0.000 -0.006 -0.005
C 5.981657 -1.295506 1.473127 0.000 0.004 0.001
C 4.741516 -1.780715 1.858468 -0.002 0.004 -0.005
C 3.580344 -1.235035 1.325399 0.012 -0.024 -0.004
H -3.129450 -1.478034 -2.277697 -0.018 -0.002 0.025
H -5.043431 -1.474457 -3.851038 0.000 0.002 0.000
H -6.276577 0.621304 -4.288060 0.005 0.002 -0.006
H -5.593870 2.717457 -3.171008 -0.003 -0.002 -0.001
H -3.668017 2.699427 -1.582506 -0.009 0.008 -0.004
H -3.935666 -1.410238 0.042723 0.004 -0.001 -0.020
H -4.868553 -2.110825 2.207826 0.002 0.003 0.001
H -4.224628 -0.928544 4.282035 0.004 0.000 -0.001
H -2.611631 0.954168 4.182243 0.001 -0.002 0.002
H -1.680514 1.648555 2.020308 -0.138 -0.112 -0.080
H 1.981592 -3.173099 0.018175 -0.012 -0.006 -0.010
H 2.974317 -4.837094 -1.516888 -0.002 -0.003 -0.005
H 2.222616 -4.943493 -3.872371 -0.002 -0.002 0.002
H 0.488365 -3.388535 -4.693169 0.003 -0.001 -0.001
H -0.510351 -1.715207 -3.142876 -0.004 0.007 0.001
H -1.481387 -3.606255 -0.438558 -0.006 0.003 0.004
H -2.381625 -5.070369 1.340157 0.001 0.002 0.002
H -2.003978 -4.495854 3.716643 0.001 -0.001 -0.003
H -0.727387 -2.458807 4.315340 0.002 0.006 -0.002
H 0.195381 -1.007272 2.554624 -0.001 -0.001 0.009
H 3.824923 -1.145882 -2.015965 0.012 -0.005 0.011
H 3.713112 -1.425454 -4.465729 0.000 0.001 -0.001
H 2.075295 -0.129356 -5.786905 0.004 0.002 0.000
H 0.548687 1.457986 -4.659250 0.002 -0.001 0.000
H 0.684013 1.769940 -2.196774 -0.001 -0.012 -0.002
H 4.967558 1.159518 -0.633475 0.004 -0.001 0.002
H 7.036376 0.148622 0.281642 0.002 -0.003 0.002
H 6.882670 -1.725129 1.891242 0.004 0.002 -0.003
H 4.672064 -2.579048 2.585823 -0.001 0.001 0.002
H 2.607738 -1.585867 1.642375 0.020 0.014 0.005
N 0.359261 4.927382 4.345820 0.021 0.114 0.159
C 0.074203 3.854906 4.702348 -0.022 -0.076 -0.039
N -0.311085 2.667933 5.075765 0.012 0.015 0.036
C 0.212658 1.636331 4.449141 -0.019 0.014 -0.002
N 0.605794 0.685001 3.908562 0.000 0.019 0.022
N -0.598162 7.013478 2.363346 -0.013 -0.032 0.022
C 0.521857 7.228351 1.641715 0.017 -0.015 0.017
N 1.627377 6.626900 2.127998 -0.025 -0.111 -0.062
S 0.528487 8.125502 0.231658 0.002 -0.012 -0.002
H -0.551829 6.516336 3.244886 -0.005 0.027 0.005
H -1.416290 7.533950 2.105848 0.008 -0.018 -0.008
H 1.587498 6.087489 2.983213 0.042 0.070 0.076
H 2.483180 6.733401 1.614550 -0.023 0.028 0.040
```
Forces are in eV/Å.

As for the orbital gap: 7.53 eV. The energy above the lowest of the compared OMol25 structures with the same formula, charge and spin comes out at 0.0 kJ/mol. The HOMO energy comes out at -0.2798 Eh.

Atomic partial charges in e from the Löwdin method, atoms 1 to 2: atom 1 (Cs): 1.0278, atom 2 (N): -0.4470



# 5
Computed, not measured: a cluster of 2 separate species, C4H9OS in total in a non-equilibrium geometry, with ωB97M-V/def2-TZVPD.

Geometry as XYZ:
```
15
Properties=species:S:1:pos:R:3:forces:R:3
C 0.290525 2.451020 1.054912 0.033 -0.028 -0.193
S 1.295153 1.005773 0.714804 0.193 0.329 0.452
H 0.981713 3.256604 1.308703 0.013 0.020 0.103
H -0.290672 2.747008 0.185294 -0.006 -0.013 -0.037
H -0.379700 2.276750 1.892812 0.086 -0.023 0.079
O -1.614452 0.357650 -0.271666 0.185 0.211 0.560
C -0.589693 0.143551 -0.879856 -1.073 -0.737 -0.981
C -0.040755 -1.264389 -1.050495 0.539 0.410 0.125
C 0.065032 -2.086059 0.223468 -0.063 -0.080 0.242
H -0.215777 0.906525 -1.582711 0.270 0.030 0.082
H 0.942062 -1.170522 -1.516913 -0.080 -0.164 -0.202
H -0.739687 -1.722796 -1.756769 0.115 -0.062 -0.066
H 0.883913 -1.741017 0.857108 -0.063 0.097 -0.030
H 0.266416 -3.137504 0.019094 -0.083 0.013 -0.159
H -0.854073 -2.022600 0.802214 -0.064 -0.004 0.023
```
Forces are in eV/Å.

As for the spin multiplicity: 2. As for the orbital gap (alpha / beta): 10.26 / 6.90 eV. The energy above the lowest of the compared OMol25 structures with the same formula, charge and spin comes out at 13.7 kJ/mol. As for the expectation value of S²: 0.7539. The HOMO energy (alpha / beta) comes out at -0.3451 / -0.3322 Eh.

Atomic partial charges in e from the Löwdin method, atoms 1 to 2: atom 1 (C): -0.4983, atom 2 (S): 0.7205



Question: Which formula does entry 3 have?
Answer: C4H4KO6